C26H70N2O25P6 | wB97M-V/def2-TZVPD

As for the structure (SMILES): CCCCCCCCCCN(N)C(=O)OP(=O)(O)O.COP(=O)(OC)OC.COP(=O)(OC)OC.COP(=O)(OC)OC.COP(=O)(OC)OC.COP(=O)(OC)OC. As for the total energy: -138003.3668 eV. The total charge is 0. For the HOMO energy, the calculation gives -10.162 eV. For the HOMO-LUMO gap, the calculation gives 9.6 eV.

XYZ file:
```
129
Properties=species:S:1:pos:R:3:mulliken_charge:R:1
C -1.37648 0.25434 -1.40120 -0.56
C -2.79127 0.86032 -0.74741 0.24
C -3.99032 0.46760 -1.79305 -0.76
C -5.48171 0.33163 -1.12714 -0.61
C -5.60186 -0.74506 0.10291 -0.30
C -6.11771 -2.23619 -0.42379 -0.55
C -6.28503 -3.31096 0.80567 -0.65
C -5.34634 -4.66660 0.61983 -0.63
C -4.04943 -4.61770 1.66042 -0.18
C -2.68555 -5.09803 0.86441 -0.73
N -1.51788 -4.44063 1.56921 0.79
N -0.91918 -5.39994 2.37463 -0.70
C -0.54643 -3.79564 0.60570 0.06
O -0.24018 -4.49037 -0.52517 -0.57
O 0.07235 -2.46754 0.73624 -0.04
P 0.52732 -2.11040 2.38463 0.90
O 1.29863 -3.30725 3.07758 -0.60
O -0.79038 -1.49268 3.37196 -0.39
O 1.69488 -0.77589 2.27695 -0.65
H -0.63919 1.12335 -1.74486 0.31
H -0.84102 -0.34341 -0.51837 -0.12
H -1.60043 -0.51970 -2.26093 0.17
H -2.88926 0.39904 0.32387 0.08
H -2.62806 2.03557 -0.72472 0.01
H -3.77562 -0.49925 -2.41830 0.30
H -4.05795 1.36355 -2.57899 0.28
H -6.20588 -0.05645 -1.98907 0.28
H -5.86311 1.39163 -0.81114 0.33
H -6.47381 -0.35822 0.82026 0.28
H -4.64064 -0.81195 0.79048 0.04
H -7.19126 -2.09153 -0.91962 0.24
H -5.41448 -2.60863 -1.28332 0.24
H -6.09970 -2.86129 1.87258 0.36
H -7.41675 -3.68445 0.78144 0.37
H -6.00788 -5.58243 1.00119 0.30
H -5.01716 -4.82984 -0.50849 0.38
H -3.88941 -3.51580 2.07762 0.03
H -4.19213 -5.37336 2.55396 0.25
H -2.60703 -6.26050 0.97797 0.23
H -2.82178 -4.77415 -0.26267 0.29
H -0.04881 -5.79317 1.95184 0.26
H -0.76973 -5.06225 3.35621 0.23
H -1.51787 -2.19148 3.42038 0.32
H 1.56686 -0.36894 1.35380 0.35
C 4.51709 -3.33192 3.55490 -0.56
O 5.53873 -4.30140 3.60484 -0.38
P 6.40579 -4.58924 2.28018 1.12
O 6.67582 -3.39584 1.41629 -0.68
O 5.62244 -5.79347 1.55400 -0.39
C 4.27941 -5.57524 1.16630 -0.32
O 7.69882 -5.32566 2.89422 -0.37
C 8.97138 -5.04926 2.35498 -0.69
H 4.46495 -2.83037 4.52468 0.33
H 4.70122 -2.58079 2.78401 0.34
H 3.55756 -3.82115 3.36620 0.18
H 4.11056 -4.53783 0.86761 0.01
H 3.62427 -5.83457 1.99989 0.30
H 4.04124 -6.22925 0.32069 0.35
H 9.71489 -5.19926 3.14205 0.23
H 9.04911 -4.01569 2.00879 0.34
H 9.18468 -5.73625 1.53292 0.28
C -2.80316 4.71025 1.86210 -0.61
O -1.55333 4.12592 2.14953 -0.27
P -1.28029 3.55795 3.63014 1.12
O -2.46395 2.94315 4.31161 -0.67
O -0.61411 4.79946 4.40860 -0.38
C -1.36492 5.99315 4.52292 -0.47
O -0.02480 2.58313 3.37568 -0.36
C 0.04717 1.35622 4.06569 -0.34
H -3.06568 4.47970 0.82640 0.30
H -3.59309 4.33152 2.51397 0.24
H -2.73208 5.79629 1.96761 0.28
H -2.43487 5.78863 4.60845 0.18
H -1.17327 6.61646 3.64766 0.23
H -1.03707 6.53696 5.41528 0.27
H 0.61505 0.65264 3.45147 -0.08
H -0.94400 0.93011 4.23932 0.31
H 0.56717 1.49366 5.01645 0.30
C 1.09763 -3.58214 -2.77694 -0.73
O 1.79665 -2.37970 -3.00417 0.04
P 3.18867 -2.42747 -3.81000 0.68
O 3.26315 -3.44639 -4.90530 -0.71
O 4.30234 -2.58201 -2.65805 -0.35
C 4.23703 -3.71841 -1.81781 -0.43
O 3.35407 -0.89087 -4.26029 -0.31
C 3.87340 -0.59815 -5.53748 -0.63
H 0.02521 -3.37381 -2.81240 0.24
H 1.32994 -4.34025 -3.52772 0.43
H 1.34305 -3.96560 -1.78277 0.31
H 3.86144 -4.59358 -2.35349 0.40
H 3.58822 -3.49382 -0.96931 -0.03
H 5.24037 -3.94026 -1.43885 0.34
H 3.46543 0.36360 -5.85900 0.22
H 3.58490 -1.35140 -6.27472 0.37
H 4.96188 -0.52060 -5.48804 0.21
C 8.95207 1.91714 -9.46403 -0.67
O 8.98279 2.46270 -8.16498 -0.33
P 7.62189 2.51204 -7.30773 1.05
O 6.69083 1.35669 -7.51197 -0.62
O 6.99919 3.95752 -7.64533 -0.33
C 6.68473 4.24789 -8.99384 -0.63
O 8.18817 2.70922 -5.81384 -0.35
C 7.56059 2.03970 -4.74402 -0.65
H 9.89991 1.40535 -9.64954 0.25
H 8.13870 1.19934 -9.58874 0.34
H 8.84419 2.72201 -10.19628 0.27
H 6.35096 3.35619 -9.52994 0.34
H 7.56742 4.66684 -9.48031 0.24
H 5.88518 4.99590 -9.02082 0.27
H 8.30677 1.87008 -3.96350 0.25
H 7.16460 1.06833 -5.05023 0.29
H 6.75848 2.65911 -4.33634 0.28
C -8.82485 7.22591 2.48833 -0.73
O -7.57502 6.64158 2.77577 -0.26
P -7.30198 6.07361 4.25638 0.80
O -8.48564 5.45881 4.93784 -0.71
O -6.63580 7.31512 5.03484 -0.31
C -7.38661 8.50881 5.14916 -0.67
O -6.04649 5.09879 4.00192 -0.06
C -5.97452 3.87188 4.69193 -0.75
H -9.08737 6.99536 1.45264 0.24
H -9.61478 6.84718 3.14021 0.37
H -8.75377 8.31195 2.59385 0.28
H -8.45656 8.30429 5.23468 0.35
H -7.19496 9.13212 4.27389 0.25
H -7.05876 9.05262 6.04152 0.26
H -5.40664 3.16830 4.07770 0.20
H -6.96569 3.44577 4.86556 0.42
H -5.45451 4.00932 5.64269 0.29
```